*P*
{
  "formula": "C3H3N2O3",
  "method": "ωB97M-V/def2-TZVPD",
  "total_charge": -1,
  "orbital_gap_ev": 7.5,
  "spin_multiplicity": 1,
  "e_homo_ev": -3.7,
  "elements": ["C", "C", "C", "N", "N", "O", "O", "O", "H", "H", "H"],
  "xyz": [[1.759, 1.341, 1.314], [0.104, 0.934, 0.334], [0.197, -0.563, 0.553], [1.294, -0.903, 1.234], [2.148, 0.148, 1.489], [-0.434, 1.584, -0.503], [-0.742, -1.347, 0.274], [-2.550, -1.283, -2.267], [2.290, 2.313, 1.452], [-2.446, -0.789, -1.488], [-1.620, -1.435, -2.391]],
  "mulliken_charge": [-0.2060, 0.5211, 0.4572, -0.6092, -0.2954, -0.4713, -0.6672, -0.6556, 0.2834, 0.3228, 0.3202]
}

***

*Q*
{
  "formula": "C3H3N2O3",
  "method": "ωB97M-V/def2-TZVPD",
  "total_charge": -1,
  "orbital_gap_ev": 7.6,
  "spin_multiplicity": 1,
  "e_homo_ev": -3.6,
  "elements": ["O", "C", "N", "C", "O", "C", "O", "N", "H", "H", "H"],
  "xyz": [[2.487, 0.389, 0.422], [1.309, 0.197, 0.155], [0.331, 1.246, -0.010], [-0.967, 0.719, -0.061], [-2.006, 1.325, -0.205], [-0.838, -0.766, -0.149], [-1.364, -1.571, 0.665], [0.674, -0.947, -0.171], [0.434, 2.185, 0.334], [-1.080, -1.067, -1.388], [1.020, -1.710, 0.408]],
  "mulliken_charge": [-0.6602, 0.1889, -0.0630, 0.1935, -0.6196, 0.3484, -0.7617, -0.1788, 0.2530, 0.0564, 0.2429]
}

***

*R*
{
  "formula": "C3H3N2O3",
  "method": "ωB97M-V/def2-TZVPD",
  "total_charge": -1,
  "orbital_gap_ev": 8.0,
  "spin_multiplicity": 1,
  "e_homo_ev": -4.4,
  "elements": ["C", "C", "C", "N", "N", "O", "O", "O", "H", "H", "H"],
  "xyz": [[0.348, 2.185, 0.107], [-1.532, 2.374, -1.195], [-0.202, 0.687, 0.257], [-0.363, 2.921, -0.679], [0.451, -0.385, -0.198], [1.350, 2.394, 0.779], [-2.102, 3.024, -2.060], [-1.891, 1.148, -0.852], [-0.727, 0.216, 1.230], [0.061, -1.307, -0.064], [1.033, -0.043, -1.046]],
  "mulliken_charge": [0.4313, 0.6151, 0.2223, -0.6688, -0.3577, -0.6732, -0.6636, -0.6093, 0.1871, 0.2445, 0.2724]
}

***

Q: What are the energies relative to the best structure? A: *P* 3.128; *Q* 0.000; *R* 1.285, in eV.

***

*P*
{
  "formula": "C5H13N2O",
  "method": "ωB97M-V/def2-TZVPD",
  "s2": 0.755,
  "orbital_gap_ev": [8.6, 5.3],
  "spin_multiplicity": 2,
  "e_homo_ev": [-7.8, -7.7],
  "elements": ["C", "N", "C", "O", "H", "H", "H", "H", "H", "H", "C", "C", "C", "N", "H", "H", "H", "H", "H", "H", "H"],
  "xyz": [[1.364, -0.601, 3.303], [1.827, -1.559, 2.285], [1.028, -1.531, 1.070], [0.946, -0.282, 0.531], [1.284, 0.416, 2.935], [2.033, -0.652, 4.156], [0.391, -0.946, 3.653], [2.783, -1.346, 2.017], [0.052, -1.979, 1.288], [1.500, -2.232, 0.365], [-1.976, 1.004, -0.917], [-1.110, 1.014, -2.148], [-1.628, 1.021, -3.381], [0.244, 1.059, -1.880], [-1.866, 1.943, -0.377], [-1.643, 0.186, -0.272], [-3.006, 0.789, -1.185], [-0.988, 0.927, -4.246], [-2.701, 1.062, -3.495], [0.591, 0.616, -1.042], [0.875, 1.092, -2.661]],
  "mulliken_charge": [-0.8028, -0.4089, -0.2925, -0.4428, 0.2911, 0.3205, 0.2924, 0.2632, 0.3145, 0.3289, -1.0328, 0.7974, -1.0169, -0.4357, 0.2575, 0.1982, 0.3392, 0.2520, 0.2477, 0.3490, 0.1808]
}

***

*Q*
{
  "formula": "C5H13N2O",
  "method": "ωB97M-V/def2-TZVPD",
  "s2": 0.754,
  "orbital_gap_ev": [9.3, 6.7],
  "spin_multiplicity": 2,
  "e_homo_ev": [-8.3, -8.3],
  "elements": ["N", "C", "C", "C", "O", "C", "N", "C", "H", "H", "H", "H", "H", "H", "H", "H", "H", "H", "H", "H", "H"],
  "xyz": [[-0.178, -0.675, -1.699], [0.077, -0.225, -0.370], [1.448, -0.467, 0.293], [2.631, 0.042, -0.628], [2.760, -0.623, -1.782], [-0.994, -0.730, 0.704], [-2.248, 0.058, 0.492], [-2.245, 1.327, 1.291], [0.578, -0.371, -2.302], [-0.173, -1.698, -1.693], [0.043, 0.878, -0.403], [1.696, -1.545, 0.303], [1.513, -0.026, 1.284], [3.614, 0.206, -0.159], [2.414, 1.091, -1.005], [-1.201, -1.680, 0.204], [-0.631, -0.666, 1.733], [-2.322, 0.258, -0.498], [-2.867, 2.060, 0.784], [-1.246, 1.756, 1.207], [-2.667, 1.028, 2.244]],
  "mulliken_charge": [-0.5626, -0.0203, -0.6350, -0.5336, -0.3740, -0.7365, -0.4691, -0.7780, 0.3075, 0.2740, 0.2635, 0.2479, 0.4192, 0.3853, 0.2787, 0.3657, 0.4119, 0.3062, 0.3264, 0.2698, 0.2530]
}

***

*R*
{
  "formula": "C5H13N2O",
  "method": "ωB97M-V/def2-TZVPD",
  "s2": 0.750,
  "orbital_gap_ev": [4.3, 10.9],
  "spin_multiplicity": 2,
  "e_homo_ev": [-3.6, -10.2],
  "elements": ["N", "C", "C", "N", "C", "C", "C", "O", "H", "H", "H", "H", "H", "H", "H", "H", "H", "H", "H", "H", "H"],
  "xyz": [[-1.724, -0.024, -2.855], [-0.978, 0.187, -1.603], [-1.024, -1.126, -0.788], [-0.421, -1.163, 0.402], [-0.037, -0.011, 1.230], [1.444, 0.361, 1.086], [2.128, 0.735, 2.434], [-1.483, -2.121, -1.331], [-1.618, 0.894, -3.377], [-1.298, -0.787, -3.419], [-2.746, -0.171, -2.691], [0.101, 0.278, -1.745], [-1.260, 1.016, -0.968], [-0.487, -2.030, 0.889], [-0.365, -0.291, 2.228], [-0.578, 0.907, 1.000], [1.533, 1.244, 0.459], [2.038, -0.468, 0.706], [2.678, -0.094, 2.866], [1.376, 1.028, 3.177], [2.723, 1.635, 2.302]],
  "mulliken_charge": [-0.4196, -2.2312, 0.2976, -0.0824, -0.7339, -0.3274, -1.1653, -0.5639, 1.2144, 0.6704, 0.6835, -0.0681, 0.0899, 0.2599, 0.4471, 0.3273, 0.3098, 0.3314, 0.2985, 0.3365, 0.3254]
}

***

Q: What are the energies relative to the best structure? A: *P* 0.000; *Q* 0.324; *R* 0.084, in eV.